Entry from the Open Molecules 2025 dataset: a cluster of 10 separate species, C66H69BrO3S in total in a non-equilibrium geometry (ωB97M-V/def2-TZVPD).

Last columns: bonded neighbours and bond lengths (Å).
Positions of all 140 atoms, in Å:
1 H 6.53137 2.62272 -3.78721  C121 1.083
2 C -3.78618 2.98889 3.20379  H28 1.083, C95 1.388, C97 1.388
3 C 4.65450 1.95076 -4.57718  C73 1.389, C121 1.389, H138 1.081
4 H 10.57032 0.25269 -8.25097  C86 1.083
5 H -4.80722 -4.35998 3.27459  C75 1.083
6 O 2.29213 0.58585 -2.26959  C42 1.432, C89 1.348
7 C -8.60057 6.45726 5.75822  H34 1.082, C56 1.388, C115 1.388
8 H 13.12543 0.30514 -8.68371  C100 1.083
9 H 2.44096 -4.71720 0.17087  S23 1.342
10 C 5.46763 4.20924 -4.76346  C12 1.387, H88 1.083, C121 1.389
11 H 2.09872 0.18857 0.33820  C31 1.073
12 C 4.32166 4.56790 -5.45824  C10 1.387, C24 1.388, H85 1.082
13 C -1.74547 3.36944 1.99148  C18 1.388, C95 1.388, H108 1.082
14 C 0.71761 -1.15242 -3.14723  C42 1.517, H77 1.087, C98 1.562, C120 1.536
15 O 3.95757 -1.37550 1.60619  C48 1.211
16 H -2.89482 4.91979 2.92773  C95 1.082
17 C 3.70269 -2.77229 -0.30867  S23 1.776, C48 1.503, C68 1.337
18 C -1.64774 2.00984 1.72965  C13 1.388, H29 1.083, C136 1.388
19 H -5.92954 -1.35767 6.03425  C57 1.084
20 H -1.60357 -1.55368 3.70584  C82 1.083
21 C -6.41509 -3.79411 0.21367  C36 1.388, C84 1.387, H116 1.083
22 H 15.06241 -1.13132 -9.21814  C110 1.082
23 S 3.68209 -4.34429 0.51788  H9 1.342, C17 1.776
24 C 3.34500 3.61742 -5.71924  C12 1.388, C73 1.388, H83 1.083
25 H 2.74831 1.57309 -5.48391  C73 1.082
26 C 8.81009 0.79794 -7.15395  C86 1.388, C106 1.388, H139 1.082
27 H -2.54787 0.07944 1.99710  C136 1.083
28 H -4.61951 3.37171 3.78021  C2 1.083
29 H -0.81270 1.62771 1.15634  C18 1.083
30 C -3.44550 -1.54271 10.77369  H38 1.082, C44 1.388, C47 1.388
31 C 2.75674 -0.45127 -0.21801  H11 1.073, C48 1.481, C89 1.333
32 H -9.85671 -0.02859 3.34542  C99 1.082
33 H -0.35181 -2.89214 -1.43486  C135 1.083
34 H -8.99939 7.22752 6.40532  C7 1.082
35 H 16.80547 -1.53834 -7.51611  C140 1.082
36 C -6.27362 -4.49320 -0.97680  C21 1.388, C60 1.388, H119 1.082
37 C -7.69998 4.24888 5.46227  C39 1.389, H55 1.083, C115 1.388
38 H -3.14887 -2.07586 11.66753  C30 1.082
39 C -7.58679 4.47941 4.09755  C37 1.389, C67 1.388, H134 1.083
40 C -3.29507 -2.86917 3.58218  C75 1.388, C82 1.389, H96 1.083
41 H -9.57356 -2.38278 4.03626  C80 1.083
42 C 1.61714 0.04117 -3.40853  O6 1.432, C14 1.517, H62 1.089, H104 1.080
43 H -8.18715 1.66376 4.01254  C59 1.082
44 C -4.75171 -1.63284 10.31376  C30 1.388, C107 1.388, H124 1.082
45 H 16.61696 -0.50031 -5.28263  C66 1.082
46 H -3.40450 -5.73039 1.77595  C76 1.082
47 C -2.51933 -0.76920 10.08813  C30 1.388, H102 1.082, C122 1.388
48 C 3.51444 -1.51106 0.48731  O15 1.211, C17 1.503, C31 1.481
49 H -0.25584 -2.56929 -4.43564  C120 1.082
50 H 7.18368 1.61396 -6.02050  C106 1.080
51 H 0.14144 0.78715 -1.08735  C64 1.083
52 H -4.44236 0.94787 3.31736  C97 1.083
53 C 10.64405 2.29080 -7.58306  H81 1.083, C86 1.388, C125 1.388
54 H 1.06511 -1.75108 -5.18935  C120 1.086
55 H -7.39256 3.29789 5.87929  C37 1.083
56 C -8.48065 6.68995 4.39533  C7 1.388, C67 1.388, H93 1.082
57 C -6.79308 -1.06664 5.44803  H19 1.084, C127 1.388, C137 1.388
58 O 4.56253 -0.94900 -3.16634  C112 1.212
59 C -8.05992 0.63169 4.31048  H43 1.082, C99 1.387, C127 1.388
60 C -7.28800 -5.33501 -1.41162  C36 1.388, C94 1.388, H130 1.082
61 C -4.20283 -0.18298 8.47702  H79 1.083, C107 1.388, C122 1.388
62 H 2.37135 -0.27794 -4.12702  C42 1.089
63 H -7.61327 -3.04791 5.38712  C137 1.083
64 C -0.68882 0.53419 -1.73567  H51 1.083, H70 1.084, C98 1.522, H123 1.080
65 H -0.20793 -2.91466 2.19593  C101 1.083
66 C 15.85375 -0.32092 -6.02878  H45 1.082, C92 1.388, C140 1.388
67 C -7.97539 5.70021 3.56436  C39 1.388, C56 1.388, H103 1.082
68 C 3.89827 -2.65976 -1.62660  C17 1.337, C112 1.500, Br113 1.871
69 C 8.73905 3.05482 -6.33218  C106 1.387, H111 1.082, C125 1.388
70 H -1.56790 0.57076 -1.10206  C64 1.084
71 C -8.57871 -4.78826 0.54142  C84 1.388, C94 1.388, H117 1.082
72 H -1.10883 -5.00130 1.22209  C105 1.083
73 C 3.51138 2.31192 -5.27827  C3 1.389, C24 1.388, H25 1.082
74 H -9.23237 -6.13699 -0.99278  C94 1.082
75 C -3.79813 -4.04435 3.04148  H5 1.083, C40 1.388, C76 1.388
76 C -3.01030 -4.81430 2.19661  H46 1.082, C75 1.388, C105 1.388
77 H 1.25701 -2.00540 -2.74306  C14 1.087
78 H 14.69006 0.95298 -4.75496  C92 1.082
79 H -4.49747 0.34581 7.57874  C61 1.083
80 C -8.83908 -1.64200 4.32566  H41 1.083, C99 1.388, C137 1.388
81 H 11.61663 2.48151 -8.01910  C53 1.083
82 C -2.00016 -2.46771 3.28207  H20 1.083, C40 1.389, C101 1.387
83 H 2.45345 3.89499 -6.26718  C24 1.083
84 C -7.56618 -3.94294 0.97368  C21 1.387, C71 1.388, H129 1.083
85 H 4.19052 5.58716 -5.79788  C12 1.082
86 C 10.05653 1.03995 -7.71392  H4 1.083, C26 1.388, C53 1.388
87 H -1.51316 -1.85747 -0.60740  C135 1.086
88 H 6.23130 4.95020 -4.56254  C10 1.083
89 C 2.93210 -0.34564 -1.53546  O6 1.348, C31 1.333, C112 1.500
90 C 13.78829 0.71942 -6.68618  C92 1.388, C100 1.388, H132 1.081
91 H -1.41033 -1.12042 -2.82684  C98 1.086
92 C 14.77024 0.49372 -5.73163  C66 1.388, H78 1.082, C90 1.388
93 H -8.78138 7.64308 3.98039  C56 1.082
94 C -8.44101 -5.48147 -0.65306  C60 1.388, C71 1.388, H74 1.082
95 C -2.81630 3.85938 2.72608  C2 1.388, C13 1.388, H16 1.082
96 H -3.91211 -2.26607 4.23669  C40 1.083
97 C -3.68748 1.62897 2.94290  C2 1.388, H52 1.083, C136 1.387
98 C -0.52617 -0.89306 -2.23837  C14 1.562, C64 1.522, H91 1.086, C135 1.523
99 C -8.99902 -0.31906 3.93787  H32 1.082, C59 1.387, C80 1.388
100 C 13.89246 0.13181 -7.93895  H8 1.083, C90 1.388, C110 1.388
101 C -1.21495 -3.23420 2.43399  H65 1.083, C82 1.387, C105 1.388
102 H -1.50144 -0.69749 10.44841  C47 1.082
103 H -7.88476 5.87997 2.50100  C67 1.082
104 H 1.05192 0.81802 -3.90177  C42 1.080
105 C -1.72042 -4.40604 1.88837  H72 1.083, C76 1.388, C101 1.388
106 C 8.15241 1.80431 -6.45939  C26 1.388, H50 1.080, C69 1.387
107 C -5.13014 -0.95461 9.16373  C44 1.388, C61 1.388, H109 1.083
108 H -0.98633 4.04737 1.62337  C13 1.082
109 H -6.14835 -1.02738 8.80231  C107 1.083
110 C 14.97923 -0.67752 -8.23904  H22 1.082, C100 1.388, C140 1.388
111 H 8.22395 3.83998 -5.79449  C69 1.082
112 C 3.88422 -1.28206 -2.21854  O58 1.212, C68 1.500, C89 1.500
113 Br 4.16821 -4.06849 -2.82870  C68 1.871
114 H -2.17699 0.51772 8.40677  C122 1.082
115 C -8.20881 5.23782 6.29205  C7 1.388, C37 1.388, H133 1.082
116 H -5.62607 -3.13420 0.55171  C21 1.083
117 H -9.47605 -4.90630 1.13525  C71 1.082
118 H -6.21999 0.99881 5.35315  C127 1.084
119 H -5.37230 -4.38187 -1.56587  C36 1.082
120 C 0.21649 -1.59971 -4.52816  C14 1.536, H49 1.082, H54 1.086, H128 1.081
121 C 5.63488 2.90179 -4.32682  H1 1.083, C3 1.389, C10 1.389
122 C -2.89832 -0.08748 8.94042  C47 1.388, C61 1.388, H114 1.082
123 H -0.75915 1.25628 -2.53630  C64 1.080
124 H -5.47503 -2.23207 10.85131  C44 1.082
125 C 9.98431 3.29933 -6.89504  C53 1.388, C69 1.388, H131 1.083
126 H 0.20272 -1.63541 -0.32683  C135 1.087
127 C -6.95606 0.25734 5.06442  C57 1.388, C59 1.388, H118 1.084
128 H -0.47600 -0.88144 -4.94537  C120 1.081
129 H -7.67383 -3.39853 1.90408  C84 1.083
130 H -7.17974 -5.87740 -2.34196  C60 1.082
131 H 10.44089 4.27595 -6.79713  C125 1.083
132 H 12.94328 1.35226 -6.45384  C90 1.081
133 H -8.29973 5.05775 7.35524  C115 1.082
134 H -7.19381 3.70670 3.44799  C39 1.083
135 C -0.53763 -1.88507 -1.08290  H33 1.083, H87 1.086, C98 1.523, H126 1.087
136 C -2.62050 1.14023 2.20325  C18 1.388, H27 1.083, C97 1.387
137 C -7.73692 -2.01645 5.08252  C57 1.388, H63 1.083, C80 1.388
138 H 4.78390 0.93534 -4.22828  C3 1.081
139 H 8.35038 -0.17639 -7.25791  C26 1.082
140 C 15.95913 -0.90524 -7.28332  H35 1.082, C66 1.388, C110 1.388

Output
lowest unoccupied orbital energy: -1.5 eV
multiplicity: 1
Kohn-Sham gap: 7.734 eV